[1]
C13H23N2O3PW as an isolated structure. Source: the OMol25 dataset; level of theory: wB97M-V/def2-TZVPD.

The geometry in ORCA input format:
```
! wB97M-V def2-TZVPD RIJCOSX def2/J DEFGRID3
* xyz 2 3
C -2.492 0.095 -0.240
H -3.314 0.070 0.491
H 3.348 -1.432 -1.103
O -0.089 -0.115 5.900
H 3.877 -0.814 1.516
H 3.244 1.005 -0.309
C 1.247 1.854 -0.419
H 1.701 -1.054 -1.827
H -3.428 -2.739 -1.046
H 2.647 -0.710 2.845
C 2.329 1.099 0.306
H -0.089 0.204 -0.608
H 2.838 -2.238 1.914
H -3.104 -1.429 2.674
O 1.962 -0.233 5.072
H -2.603 1.049 -2.227
H -3.171 1.969 -0.801
C 2.263 -1.522 -1.006
C -1.050 2.011 -1.164
N 0.801 -0.587 5.209
H -0.642 -2.013 -2.004
H 2.577 3.431 -1.063
C 0.594 3.714 -1.849
H 2.624 1.560 1.273
C -0.699 3.176 -1.894
C -2.387 1.289 -1.171
H -2.341 -2.133 -2.502
C -1.605 -1.476 -2.026
H -2.217 -3.033 0.313
H -3.623 -1.981 0.513
C -2.876 -2.319 -0.191
H -1.448 3.661 -2.517
W -0.892 -0.827 1.062
H 0.629 -1.733 0.231
C -0.048 1.311 -0.497
H -1.528 -0.585 -2.634
H 0.854 4.615 -2.421
N -2.077 -1.215 -0.665
P 1.761 -0.649 0.568
O -0.019 -0.577 2.559
C 2.890 -1.147 1.865
H 2.001 -2.597 -1.035
C 1.556 3.045 -1.090
*
```

Properties
Relative energy (zero: lowest compared OMol25 entry of this formula, charge and spin) in eV: 0.000
Gap between HOMO and LUMO (spin up / spin down) in eV: 6.5 / 6.3
HOMO level (spin up / spin down) in eV: -15.4 / -15.4
Largest force on an atom in eV/A: 4.528

Need the Löwdin charges? In units of e they are: number 1, C, carries -0.2636; number 2, H, carries 0.1013; number 3, H, carries 0.0721; number 4, O, carries 0.1118; number 5, H, carries 0.0909; number 6, H, carries 0.1266; number 7, C, carries -0.2497; number 8, H, carries 0.0634; number 9, H, carries 0.1274; number 10, H, carries 0.0447; number 11, C, carries -0.1966; number 12, H, carries 0.0256; number 13, H, carries 0.0825; number 14, H, carries 0.1823; number 15, O, carries 0.0587; number 16, H, carries 0.1360; number 17, H, carries 0.1457; number 18, C, carries -0.1901; number 19, C, carries -0.1707; number 20, N, carries -0.1608; number 21, H, carries 0.0952; number 22, H, carries 0.1365; number 23, C, carries 0.0048; number 24, H, carries 0.1383; number 25, C, carries 0.0221; number 26, C, carries -0.1094; number 27, H, carries 0.1080; number 28, C, carries -0.0204; number 29, H, carries 0.1012; number 30, H, carries 0.0616; number 31, C, carries -0.0881; number 32, H, carries 0.1328; number 33, W, carries 1.3625; number 34, H, carries 0.0095; number 35, C, carries -0.1241; number 36, H, carries 0.0953; number 37, H, carries 0.1399; number 38, N, carries -0.4634; number 39, P, carries 0.8671; number 40, O, carries -0.5071; number 41, C, carries -0.1779; number 42, H, carries 0.0781; number 43, C, carries -0.0002

---

[2]
A 7-piece molecular cluster, C19H30Cl6O12 overall. Source: the OMol25 dataset; level of theory: wB97M-V/def2-TZVPD.

The geometry in ORCA input format:
```
! wB97M-V def2-TZVPD RIJCOSX def2/J DEFGRID3
* xyz 0 1
H -0.936 10.857 -0.673
H -0.729 1.447 0.352
H -1.726 0.438 7.718
O 2.206 0.844 7.477
Cl -1.725 10.587 -2.947
H -2.348 -1.029 6.097
C -5.489 -7.656 -5.801
H -5.574 -8.277 -6.693
C -2.726 1.768 0.395
Cl 3.342 -1.292 1.609
H 7.441 2.013 -2.229
O 0.979 -0.671 8.686
C 7.314 2.190 -3.297
C -6.719 -7.510 -4.975
H -3.295 2.260 -0.393
O -3.083 -1.733 0.851
O 6.805 0.118 -4.009
C -1.078 -0.423 7.552
H -5.062 -6.686 -6.055
O -9.137 -5.318 -5.210
H -5.595 -6.187 -3.642
Cl 3.683 -3.632 3.431
O -7.500 -6.691 -5.755
O 4.607 0.396 -4.342
C -1.582 1.193 -0.277
H 8.302 1.642 -6.081
C 3.661 6.290 1.312
O -1.767 -0.244 -0.270
C 2.988 -3.039 1.956
H -1.476 1.474 -1.325
Cl 2.880 6.350 2.844
O 5.987 2.173 -3.708
Cl 5.294 6.883 1.348
C -8.144 -5.901 -4.932
H -3.478 3.008 1.872
H -6.606 -7.317 -2.802
C -1.366 10.117 -1.348
C 1.200 0.093 7.578
H -0.666 -0.709 9.744
H 7.723 3.132 -3.661
H -7.270 -8.442 -4.849
H -0.587 9.356 -1.379
H 8.718 0.525 -3.158
H 3.461 -3.667 1.201
H 1.901 -3.120 1.948
C 8.596 0.978 -5.268
H -1.224 -2.259 6.277
H 8.249 0.141 -5.874
C 7.963 0.882 -3.858
H -2.039 2.383 2.507
O 0.064 0.034 6.807
C -0.334 -1.040 8.760
H -0.265 -2.114 8.591
Cl -2.672 9.193 -0.454
H 9.680 1.091 -5.263
C -1.812 -1.566 6.880
H -4.712 -8.134 -5.205
C -6.557 -6.697 -3.697
H -1.841 3.581 1.417
C -2.716 -0.577 0.567
C 5.672 0.880 -4.072
H 3.275 6.919 0.509
C -2.476 2.708 1.563
H 3.759 5.254 0.989
H -2.579 -2.115 7.426
O -3.268 0.596 1.012
O -7.591 -5.745 -3.775
*
```

Properties
Structure (SMILES): C[C@H]1COC(=O)O1.C[C@H]1COC(=O)O1.C[C@H]1COC(=O)O1.C[C@H]1COC(=O)O1.ClCCl.ClCCl.ClCCl
Gap between HOMO and LUMO in eV: 10.6
HOMO level in eV: -10.5
Largest force on an atom in eV/A: 5.531

Need the Löwdin charges? In units of e they are: number 1, H, carries 0.0365; number 2, H, carries 0.1407; number 3, H, carries 0.1550; number 4, O, carries 0.0964; number 5, Cl, carries 0.5712; number 6, H, carries 0.0789; number 7, C, carries -0.0278; number 8, H, carries 0.0919; number 9, C, carries -0.3381; number 10, Cl, carries 0.4532; number 11, H, carries 0.1293; number 12, O, carries 0.0468; number 13, C, carries -0.1214; number 14, C, carries -0.3524; number 15, H, carries 0.1572; number 16, O, carries 0.1041; number 17, O, carries 0.0584; number 18, C, carries -0.2848; number 19, H, carries 0.0999; number 20, O, carries 0.1705; number 21, H, carries 0.1366; number 22, Cl, carries 0.5259; number 23, O, carries 0.1097; number 24, O, carries 0.1616; number 25, C, carries -0.0893; number 26, H, carries 0.0807; number 27, C, carries -1.1152; number 28, O, carries 0.0901; number 29, C, carries -1.0253; number 30, H, carries 0.1454; number 31, Cl, carries 0.5533; number 32, O, carries 0.0629; number 33, Cl, carries 0.5139; number 34, C, carries -0.6592; number 35, H, carries 0.0866; number 36, H, carries 0.1376; number 37, C, carries -1.0584; number 38, C, carries -0.4399; number 39, H, carries 0.1417; number 40, H, carries 0.1392; number 41, H, carries 0.1631; number 42, H, carries 0.0090; number 43, H, carries 0.1500; number 44, H, carries 0.0193; number 45, H, carries 0.0267; number 46, C, carries -0.0306; number 47, H, carries 0.0963; number 48, H, carries 0.0830; number 49, C, carries -0.2940; number 50, H, carries 0.0903; number 51, O, carries 0.0634; number 52, C, carries -0.1403; number 53, H, carries 0.1329; number 54, Cl, carries 0.4417; number 55, H, carries 0.0766; number 56, C, carries -0.0408; number 57, H, carries 0.0872; number 58, C, carries -0.0796; number 59, H, carries 0.0863; number 60, C, carries -0.5192; number 61, C, carries -0.4956; number 62, H, carries 0.0235; number 63, C, carries -0.0241; number 64, H, carries 0.0243; number 65, H, carries 0.0946; number 66, O, carries 0.0701; number 67, O, carries 0.1226

---

[3]
One molecule with the formula C26H22N6O. Source: the OMol25 dataset; level of theory: wB97M-V/def2-TZVPD.

The geometry in ORCA input format:
```
! wB97M-V def2-TZVPD RIJCOSX def2/J DEFGRID3
* xyz 0 1
H 0.520 -1.775 -1.393
H -6.316 0.045 1.426
H 4.735 1.150 -1.171
H -0.821 -2.326 4.486
N 3.646 0.165 0.303
C -5.249 0.060 1.593
C 3.518 2.660 -3.359
C 1.458 0.110 -1.668
C -1.574 -0.074 -2.097
C 0.951 -0.830 3.199
H -1.334 -0.076 -1.047
N 2.847 -1.517 3.861
C -2.864 -0.371 -2.500
C -4.454 0.970 0.878
C -3.102 1.008 1.076
H 2.000 -1.500 -0.437
H 3.758 3.398 -2.595
H 3.520 -2.028 4.412
H 5.621 0.329 0.880
O 5.479 -0.619 3.150
C -3.287 -0.788 2.716
H -3.277 -2.350 4.192
N 1.349 1.528 -3.393
C -0.961 0.308 -4.395
H -0.493 0.842 1.644
N 1.552 -1.643 4.070
H 0.493 -0.751 0.044
H -4.920 1.641 0.171
C -0.495 -0.758 3.065
C -2.482 0.130 1.991
C 2.530 1.679 -2.841
C 4.516 -0.411 2.433
C -3.205 -0.335 -3.841
H 3.101 3.166 -4.224
H -0.209 0.593 -5.113
C -2.253 0.012 -4.785
C -1.308 -1.653 3.799
C -2.661 -1.662 3.631
N 4.672 0.072 1.165
C -0.614 0.254 -3.048
H -5.288 -1.496 3.049
C 3.787 0.711 -0.838
C 1.916 -0.172 2.412
C -1.089 0.126 2.193
C 3.133 -0.657 2.851
C -4.679 -0.796 2.494
H 4.439 2.156 -3.649
C 1.089 -1.046 -0.817
H -4.213 -0.569 -4.149
N 0.699 0.587 -2.684
H -3.604 -0.621 -1.754
C 2.667 0.805 -1.727
H 1.763 0.551 1.642
H -2.517 0.053 -5.831
H -2.489 1.712 0.530
*
```

Properties
Structure (SMILES): Cc1nn(-c2ccccc2)c(C)c1/C=N/NC(=O)c1cc(-c2ccc3ccccc3c2)n[nH]1
Gap between HOMO and LUMO in eV: 8.4
HOMO level in eV: -8.1
Largest force on an atom in eV/A: 1.123

Need the Löwdin charges? In units of e they are: number 1, H, carries 0.0943; number 2, H, carries 0.1011; number 3, H, carries 0.1290; number 4, H, carries 0.1056; number 5, N, carries 0.0297; number 6, C, carries -0.0839; number 7, C, carries -0.0322; number 8, C, carries -0.1727; number 9, C, carries -0.0172; number 10, C, carries -0.2374; number 11, H, carries 0.0907; number 12, N, carries 0.0489; number 13, C, carries -0.0728; number 14, C, carries -0.0895; number 15, C, carries -0.0494; number 16, H, carries 0.0812; number 17, H, carries 0.0810; number 18, H, carries 0.1688; number 19, H, carries 0.1652; number 20, O, carries 0.0677; number 21, C, carries -0.1680; number 22, H, carries 0.1128; number 23, N, carries 0.1375; number 24, C, carries -0.0148; number 25, H, carries 0.1146; number 26, N, carries 0.1076; number 27, H, carries 0.0563; number 28, H, carries 0.1042; number 29, C, carries -0.1599; number 30, C, carries -0.1625; number 31, C, carries -0.2968; number 32, C, carries -0.4131; number 33, C, carries -0.0882; number 34, H, carries 0.0777; number 35, H, carries 0.1067; number 36, C, carries -0.0787; number 37, C, carries -0.0172; number 38, C, carries -0.0192; number 39, N, carries 0.0609; number 40, C, carries -0.1817; number 41, H, carries 0.1111; number 42, C, carries -0.0727; number 43, C, carries 0.0291; number 44, C, carries 0.0113; number 45, C, carries -0.1540; number 46, C, carries -0.0352; number 47, H, carries 0.0792; number 48, C, carries -0.0053; number 49, H, carries 0.1014; number 50, N, carries -0.0452; number 51, H, carries 0.1011; number 52, C, carries -0.1179; number 53, H, carries 0.0944; number 54, H, carries 0.1037; number 55, H, carries 0.1128